Entry 1:
A cluster of 12 separate species, C53H133N7O5 in total in a non-equilibrium geometry. Source: the OMol25 dataset; level of theory: ωB97M-V/def2-TZVPD.

Results
* SMILES: CCN(CC)CC.CCN(CC)CC.CCN(CC)CC.CCN(CC)CC.CCN(CC)CC.CCN(CC)CC.CCN(CC)CC.C1CCOC1.C1CCOC1.CO.CO.CO
* maximum force: 3.02 eV/A
* electronic energy: -2858.40022 a.u.

```
! wB97M-V def2-TZVPD RIJCOSX def2/J DEFGRID3
* xyz 0 1
C -11.7008 -3.4578 11.1038
C -11.0893 -2.5639 10.0144
N -11.3745 -1.1594 10.1001
C -10.5668 -0.4525 9.0742
C -9.1396 -0.3276 9.5309
C -12.7673 -0.8775 9.9059
C -13.2159 0.5593 10.1742
H -11.4783 -4.5164 10.9695
H -12.7817 -3.4458 11.2437
H -11.2770 -3.2135 12.0779
H -10.0317 -2.8169 9.9404
H -11.3544 -2.9095 9.0152
H -10.6704 -0.8863 8.0796
H -10.9287 0.5755 9.0518
H -8.6583 0.5473 9.0939
H -9.1224 -0.1874 10.6117
H -8.5423 -1.1879 9.2288
H -13.3468 -1.5763 10.5092
H -13.0579 -1.1523 8.8919
H -12.8005 0.8815 11.1291
H -14.2909 0.7286 10.2369
H -12.9079 1.1802 9.3329
C -6.2678 -4.7755 20.0654
C -7.4922 -5.2001 19.2794
N -7.6886 -4.4214 18.0572
C -8.1828 -3.0828 18.4369
C -8.2568 -2.1247 17.2559
C -8.5287 -5.1165 17.0598
C -9.9863 -5.3675 17.5031
H -5.4517 -4.4632 19.4138
H -5.8777 -5.5926 20.6723
H -6.3802 -3.8995 20.7043
H -7.3070 -6.2372 18.9998
H -8.3800 -5.3139 19.9014
H -9.2025 -3.1092 18.8212
H -7.5146 -2.6035 19.1524
H -8.6462 -1.1302 17.4739
H -7.2735 -1.9039 16.8406
H -8.7670 -2.5026 16.3699
H -8.1029 -6.0987 16.8546
H -8.5578 -4.5649 16.1202
H -10.5929 -5.8961 16.7678
H -10.5127 -4.4296 17.6801
H -10.0293 -5.9029 18.4516
C -11.8872 1.9025 15.7106
C -11.7141 0.4211 15.9271
N -12.4129 -0.4946 15.0214
C -11.8158 -0.4471 13.6695
C -10.3253 -0.9681 13.6254
C -12.5158 -1.8647 15.5111
C -13.4399 -2.0122 16.7502
H -12.8983 2.2127 15.4469
H -11.2453 2.0950 14.8509
H -11.4334 2.4290 16.5502
H -10.6660 0.1223 15.9382
H -12.0345 0.2005 16.9454
H -12.4037 -1.0908 13.0152
H -11.7836 0.5454 13.2200
H -10.0684 -1.1304 12.5787
H -9.6192 -0.2308 14.0074
H -10.1701 -1.9220 14.1294
H -11.5644 -2.3429 15.7440
H -13.0174 -2.4317 14.7269
H -13.5122 -3.0641 17.0266
H -14.4629 -1.6441 16.6732
H -13.0459 -1.4945 17.6247
C -13.2439 -5.4343 13.8149
C -12.8168 -6.6198 14.6905
N -12.1305 -7.6198 13.8354
C -10.8729 -7.1963 13.2524
C -9.8149 -6.5932 14.1760
C -11.9738 -8.7171 14.7323
C -11.6465 -10.0216 13.9326
H -13.9454 -4.7471 14.2880
H -13.6397 -5.7310 12.8436
H -12.3442 -4.8599 13.5945
H -12.1253 -6.1875 15.4137
H -13.7267 -7.0028 15.1525
H -11.0677 -6.4147 12.5181
H -10.4019 -8.0127 12.7048
H -8.8978 -6.5530 13.5883
H -9.5185 -7.1580 15.0598
H -10.0464 -5.5674 14.4628
H -11.1729 -8.5626 15.4553
H -12.9295 -8.8721 15.2329
H -12.5170 -10.3146 13.3456
H -10.7870 -9.9360 13.2678
H -11.3993 -10.8214 14.6308
C -8.1183 6.2955 14.6912
C -8.1085 4.8453 15.0471
N -7.6866 4.5819 16.4321
C -8.7623 4.9176 17.4174
C -8.3677 4.8518 18.9103
C -7.0914 3.2416 16.5842
C -8.0800 2.0944 16.3486
H -7.2667 6.7994 15.1482
H -9.0557 6.7492 15.0129
H -7.9940 6.4109 13.6145
H -9.0915 4.3855 14.9452
H -7.3527 4.4399 14.3743
H -9.0944 5.9487 17.2966
H -9.6969 4.3831 17.2477
H -7.4549 5.4300 19.0536
H -9.2002 5.1270 19.5578
H -8.0919 3.8371 19.1975
H -6.6678 3.0865 17.5765
H -6.2418 3.2476 15.9013
H -8.4838 2.1627 15.3385
H -8.9067 2.1736 17.0546
H -7.5895 1.1368 16.5232
C -12.4642 3.0272 19.4317
C -13.4703 1.8510 19.4625
N -13.5059 1.0749 20.7187
C -12.2377 0.3717 21.0388
C -11.7688 -0.6548 19.9723
C -13.8929 1.9323 21.8617
C -15.3134 2.5440 21.6910
H -12.4156 3.4725 18.4381
H -11.4422 2.7021 19.6266
H -12.7504 3.7015 20.2388
H -14.4779 2.2287 19.2886
H -13.3786 1.1189 18.6602
H -11.4339 1.1078 21.0250
H -12.2866 -0.0184 22.0554
H -12.4079 -1.5374 19.9454
H -11.6592 -0.2371 18.9715
H -10.7713 -0.9861 20.2607
H -13.2370 2.7919 21.9991
H -13.8111 1.3706 22.7922
H -16.0010 1.7344 21.4464
H -15.4764 3.3185 20.9416
H -15.6581 2.9083 22.6588
C -9.4424 3.2226 12.1540
C -9.4262 2.8371 10.6726
N -9.7676 3.9597 9.7612
C -11.2157 4.2081 9.8891
C -11.6677 5.5537 9.2825
C -9.4585 3.6458 8.3075
C -7.9755 3.5065 8.1084
H -9.2420 2.3289 12.7449
H -10.4253 3.5267 12.5140
H -8.7052 3.9619 12.4671
H -8.4499 2.3891 10.4878
H -10.1401 2.0362 10.4803
H -11.8185 3.3853 9.5047
H -11.5677 4.3484 10.9111
H -11.5291 5.5684 8.2014
H -12.6945 5.7887 9.5626
H -11.0740 6.4153 9.5878
H -9.8013 4.4811 7.6968
H -9.9798 2.7837 7.8916
H -7.3841 2.8695 8.7661
H -7.5216 4.4767 8.3100
H -7.6823 3.2082 7.1019
C -16.2304 -0.8820 19.4097
O -15.4927 -0.9585 20.6330
H -15.4983 -0.7265 18.6174
H -16.8001 -1.7986 19.2566
H -16.9454 -0.0598 19.4385
H -14.8541 -0.2418 20.6445
C -18.4177 -0.9088 15.3765
O -17.2565 -0.8575 16.1531
H -18.7653 0.0938 15.1274
H -18.1955 -1.5083 14.4937
H -19.1877 -1.4937 15.8796
H -16.7105 -0.1634 15.7767
C -15.6085 -0.3663 13.3591
O -15.0451 0.3960 14.4653
H -16.6050 0.0325 13.1693
H -14.9229 -0.3440 12.5120
H -15.7836 -1.3914 13.6854
H -14.1461 0.0992 14.6241
C -14.6115 -4.4331 19.2774
C -13.3155 -5.1241 19.0320
C -13.3763 -6.1965 20.1545
O -14.0363 -5.5292 21.2609
C -14.6996 -4.3331 20.7762
H -15.4784 -5.0065 18.9492
H -14.6912 -3.4207 18.8816
H -12.5028 -4.4548 19.3139
H -13.0045 -5.5320 18.0702
H -12.3680 -6.5181 20.4154
H -13.9181 -7.0253 19.6988
H -14.1252 -3.4474 21.0478
H -15.6843 -4.2276 21.2315
C -13.3690 5.0773 13.5655
C -13.8864 3.8686 12.8210
C -15.3639 4.0330 12.8291
O -15.6370 5.3925 12.9303
C -14.4978 6.0880 13.4254
H -12.3779 5.4897 13.3764
H -13.1929 4.7722 14.5970
H -13.5960 2.8821 13.1824
H -13.5825 3.9739 11.7795
H -15.7135 3.4607 13.6885
H -15.8164 3.5864 11.9437
H -14.7814 6.6471 14.3170
H -14.1460 6.7640 12.6460
*
```

These are the Mulliken partial charges, in e, on atoms 1 to 99: C -0.711; C -1.553; N 1.342; C -0.315; C -1.130; C -1.104; C -1.237; H 0.492; H 0.326; H -0.130; H 0.398; H 0.592; H 0.434; H -0.145; H 0.344; H 0.047; H 0.481; H 0.509; H 0.450; H -0.024; H 0.492; H 0.514; C -1.399; C -0.396; N 0.203; C -0.260; C -0.713; C -1.313; C 0.593; H 0.347; H 0.413; H 0.329; H 0.453; H 0.284; H 0.209; H 0.320; H 0.352; H 0.350; H -0.348; H 0.475; H 0.346; H -0.606; H -0.179; H 0.353; C -0.689; C 0.109; N 3.141; C 0.366; C -1.062; C -0.171; C -0.625; H 0.104; H -0.023; H -0.220; H 0.004; H -0.471; H 0.200; H -0.777; H 0.114; H 0.154; H -0.003; H -0.085; H -0.056; H 0.467; H -0.226; H -0.030; C -1.170; C 0.465; N 0.018; C -0.451; C -0.393; C -0.277; C -1.354; H 0.684; H 0.371; H -0.208; H -0.576; H 0.695; H -0.158; H 0.422; H 0.549; H 0.166; H -0.189; H 0.099; H 0.549; H 0.315; H 0.335; H 0.405; C -1.827; C 0.034; N 0.154; C 0.021; C -1.559; C -1.409; C 0.486; H 0.383; H 0.326; H 0.473; H 0.002


Entry 2:
A structure of composition C53H133N8O13 in a non-equilibrium geometry. Source: the OMol25 dataset; level of theory: ωB97M-V/def2-TZVPD.

Results
* maximum force: 9.84 eV/A
* <S²>: 0.751
* electronic energy: -3513.58553 a.u.

```
! wB97M-V def2-TZVPD RIJCOSX def2/J DEFGRID3
* xyz 4 2
C -1.3019 -0.2708 -0.3183
C -0.0846 -1.0947 0.0585
C 0.7592 -0.3849 1.1187
O -0.2999 -2.4241 0.4254
H -1.8510 -0.7437 -1.1325
H -1.0390 0.6499 -0.8392
H -1.9866 -0.1985 0.5266
H 0.5888 -1.1217 -0.7982
H 0.2228 0.2117 1.8567
H 1.5373 0.2700 0.7266
H 1.3917 -1.0952 1.6511
C 2.1542 0.6044 4.6072
C 2.5108 2.1178 4.6705
C 2.8531 2.6204 3.2425
N 3.2039 4.1468 3.1660
C 3.9940 4.4535 1.8298
C 3.1640 4.0606 0.6310
C 1.9730 4.9566 0.5756
C 1.0476 4.7695 1.8324
C 1.8736 5.0489 3.0970
C 4.1261 4.5887 4.3061
H 2.9501 -0.0930 4.3458
H 1.2675 0.4046 4.0056
H 1.8489 0.3300 5.6169
H 3.4133 2.1864 5.2778
H 1.7162 2.6750 5.1666
H 2.0966 2.3705 2.4986
H 3.8138 2.1866 2.9650
H 4.9489 3.9306 1.8834
H 4.2828 5.5021 1.7587
H 2.9898 2.9921 0.5040
H 3.8100 4.2876 -0.2172
H 1.3515 4.6694 -0.2725
H 2.1759 6.0195 0.4451
H 0.5200 3.8158 1.8482
H 0.1846 5.4329 1.7741
H 1.3443 4.8887 4.0363
H 2.1315 6.1077 3.1221
H 3.4852 4.6830 5.1827
H 4.4596 5.5792 3.9965
H 4.9510 3.8965 4.4749
C -4.0126 1.7525 -1.9613
C -3.8868 1.8454 -3.5065
C -3.4746 3.2875 -3.7685
N -3.7206 3.7293 -5.1952
C -2.7409 3.1099 -6.2058
C -1.2230 3.4098 -5.9520
C -1.0073 4.9174 -5.9635
C -1.9813 5.6652 -5.0012
C -3.5048 5.2239 -5.2147
C -5.1564 3.3305 -5.7118
H -3.0225 1.5780 -1.5401
H -4.6056 0.8580 -1.7708
H -4.4800 2.4945 -1.3140
H -4.9013 1.6625 -3.8607
H -3.2347 1.0910 -3.9467
H -2.4348 3.3503 -3.4479
H -4.1024 3.9113 -3.1322
H -2.9142 2.0439 -6.0590
H -3.0678 3.3913 -7.2069
H -0.8975 2.9107 -5.0393
H -0.5335 3.0341 -6.7079
H -0.0036 5.1916 -5.6387
H -1.0782 5.2169 -7.0091
H -1.7433 5.5913 -3.9401
H -1.9458 6.7279 -5.2410
H -4.1287 5.6729 -4.4419
H -3.9338 5.5978 -6.1444
H -5.8040 3.7279 -4.9302
H -5.2617 2.2843 -5.9990
H -5.2547 3.8832 -6.6461
C 4.4379 -4.3773 0.4544
N 4.4247 -3.2527 1.4720
C 3.1177 -3.2442 2.3458
C 5.6149 -3.3625 2.5116
C 4.5054 -1.9327 0.7315
C 4.7706 -0.6140 1.5310
O 6.1237 -0.5763 1.7881
H 3.5505 -4.1239 -0.1257
H 4.3153 -5.3227 0.9830
H 5.3434 -4.2562 -0.1402
H 3.0049 -4.2097 2.8389
H 2.2854 -3.2857 1.6431
H 3.1041 -2.3588 2.9814
H 5.6828 -2.4658 3.1275
H 6.5232 -3.5561 1.9409
H 5.3735 -4.2946 3.0226
H 3.4986 -1.8987 0.3153
H 5.2480 -2.0846 -0.0518
H 4.1396 -0.3090 2.3659
H 4.6565 0.1373 0.7496
H 6.1414 0.1481 2.4179
C 4.3363 2.8435 -3.7302
N 2.8168 2.7698 -3.9102
C 2.0313 3.9017 -3.1524
C 2.4823 2.8709 -5.4223
C 2.2991 1.3825 -3.4074
C 2.3013 1.1547 -1.9479
O 3.5552 1.3344 -1.2683
H 4.7875 3.7153 -4.2041
H 4.8315 1.9091 -3.9943
H 4.3921 3.0669 -2.6648
H 0.9680 3.7131 -3.3010
H 2.2983 4.8533 -3.6120
H 2.3380 3.8621 -2.1072
H 1.4820 2.4686 -5.5828
H 3.1317 2.1271 -5.8840
H 2.6031 3.8800 -5.8162
H 2.9377 0.6959 -3.9631
H 1.3271 1.2065 -3.8683
H 2.0435 0.1127 -1.7583
H 1.4810 1.6603 -1.4384
H 4.2028 0.6485 -1.4467
C -0.2236 -2.8637 -3.4766
N 1.0812 -3.6406 -3.5633
C 1.8571 -3.0107 -4.7435
C 1.8798 -3.2827 -2.2462
C 0.7976 -5.2305 -3.7344
C 0.0643 -5.7836 -4.9395
O -1.2751 -5.3311 -5.2233
H -0.7092 -3.2672 -2.5881
H -0.8290 -3.0629 -4.3609
H -0.0554 -1.7899 -3.5586
H 2.6679 -3.6237 -5.1370
H 2.2642 -2.0441 -4.4466
H 1.1826 -2.9240 -5.5953
H 1.3224 -3.6155 -1.3706
H 1.9943 -2.1992 -2.2173
H 2.8659 -3.7349 -2.3517
H 0.1893 -5.6049 -2.9111
H 1.7995 -5.6339 -3.5873
H 0.0568 -6.8681 -4.8297
H 0.6874 -5.6297 -5.8204
H -1.5558 -5.7267 -6.0517
C -2.1089 -2.5503 4.0098
N -0.8717 -3.1287 4.7698
C -0.8367 -4.6097 4.4145
C 0.4649 -2.5191 4.2350
C -0.8263 -3.0440 6.3230
C -1.4242 -1.6955 6.8807
O -0.7344 -0.5581 6.3945
H -2.9701 -3.0676 4.4326
H -1.9016 -2.6618 2.9455
H -2.0874 -1.4825 4.2278
H -0.7149 -4.7263 3.3376
H -1.8295 -4.9938 4.6487
H -0.1112 -5.1511 5.0217
H 1.2922 -2.9352 4.8099
H 0.4231 -1.4402 4.3849
H 0.5489 -2.7843 3.1811
H 0.1809 -3.2372 6.6923
H -1.4057 -3.9181 6.6201
H -1.4121 -1.7680 7.9682
H -2.4695 -1.5455 6.6105
H -0.9009 0.1893 6.9735
C -3.5507 -3.6335 -1.7792
N -3.7748 -5.0669 -1.3117
C -5.0097 -5.5348 -2.1182
C -2.6710 -6.0534 -1.7222
C -4.1013 -5.1748 0.1920
C -3.1728 -4.2607 1.0233
O -1.8128 -4.6658 0.9679
H -4.3142 -2.9639 -1.3831
H -3.3979 -3.5712 -2.8566
H -2.5586 -3.3385 -1.4372
H -5.8779 -4.8853 -2.0072
H -5.2087 -6.5812 -1.8865
H -4.7919 -5.3164 -3.1636
H -2.4037 -5.9393 -2.7728
H -3.0297 -7.0698 -1.5599
H -1.8346 -5.9250 -1.0352
H -3.9821 -6.2187 0.4823
H -5.1318 -4.8285 0.2709
H -3.5556 -4.1297 2.0354
H -3.1609 -3.2110 0.7296
H -1.2412 -3.9097 0.8160
C -3.6605 1.5830 5.1696
N -3.0269 1.9251 3.7954
C -1.5338 1.6390 3.7802
C -3.7069 1.1076 2.5952
C -3.2665 3.4444 3.5390
C -2.7418 4.3967 4.5933
O -1.3511 4.4455 4.6237
H -4.6637 2.0090 5.1548
H -3.1269 2.0863 5.9759
H -3.7194 0.5061 5.3275
H -1.0585 1.9731 2.8580
H -1.3842 0.5648 3.8886
H -1.0391 2.1077 4.6310
H -3.5094 0.0689 2.8603
H -3.1985 1.4464 1.6925
H -4.7818 1.2472 2.7098
H -4.3252 3.7034 3.5275
H -2.8190 3.6520 2.5670
H -3.1147 4.3025 5.6133
H -3.1796 5.3681 4.3635
H -1.1046 4.1935 5.5166
O -1.0736 3.2283 -1.5672
C -1.3681 4.0952 -0.6581
O -1.8147 3.4886 0.2786
O -1.2119 5.2854 -0.8615
H -1.3853 2.8473 -0.7430
O 0.8657 -5.4102 1.4063
C 1.5289 -6.3336 0.6929
O 2.3087 -7.0556 1.3443
O 1.2418 -6.5199 -0.4915
H 0.4052 -5.0798 0.6314
*
```

These are the Mulliken partial charges, in e, on atoms 1 to 99: C -0.596; C 2.630; C 1.064; O 0.101; H 0.155; H -0.223; H -0.024; H -1.768; H -0.328; H -0.567; H -0.556; C -0.711; C -0.849; C -0.134; N 0.427; C -1.462; C 0.889; C -0.234; C 0.533; C -1.348; C -0.997; H 0.364; H -0.499; H 0.623; H 0.524; H 0.298; H -0.281; H 0.379; H 0.541; H 0.472; H -0.586; H 0.560; H -0.263; H 0.276; H -0.820; H 0.981; H 0.534; H 0.473; H 0.402; H 0.399; H 0.345; C -0.953; C -0.301; C -0.493; N 0.269; C -1.187; C 0.139; C -0.697; C -0.478; C -0.735; C -1.058; H -0.143; H 0.476; H 0.425; H 0.326; H 0.378; H -0.428; H 0.595; H 0.569; H 0.556; H -0.356; H 0.643; H 0.278; H 0.409; H 0.164; H 0.478; H 0.463; H 0.475; H 0.390; H 0.391; H 0.463; C -0.999; N 0.523; C -0.641; C -0.869; C -0.536; C 0.409; O -0.622; H 0.374; H 0.409; H 0.318; H 0.567; H -0.206; H 0.302; H 0.318; H 0.364; H 0.401; H 0.019; H 0.580; H -0.497; H 0.232; H 0.402; C -0.880; N 0.721; C -0.329; C -0.649; C -1.588; C 3.228; O -0.756